Record 1
79
Properties=species:S:1:pos:R:3:forces:R:3:lowdin_charge:R:1 method="wB97M-V/def2-TZVPD" gap_ev=6.35 homo_ha=-0.4740 e_tot_ha=-6380.5196 lumo_energy_ev=-6.550 total_charge=+2
N 5.111481 3.505089 0.376385 0.258 0.127 0.314 0.065
C 5.321251 2.234417 0.735061 -0.203 0.268 -0.576 -0.169
C 4.940692 1.167454 -0.067611 -0.259 0.170 -0.593 -0.033
C 4.300592 1.429146 -1.306252 0.825 1.429 0.325 -0.218
C 4.151860 2.778969 -1.701417 0.275 -0.241 0.770 0.000
C 4.580560 3.773445 -0.816871 -0.089 -0.551 -0.269 -0.133
C 3.749550 0.352205 -2.080289 -0.334 -0.405 -1.401 -0.043
Zn -0.415473 -0.384608 0.603113 -0.314 0.551 0.915 0.573
P -2.240202 -1.820480 0.533573 -0.122 -0.703 -0.638 0.903
C 2.860944 0.508018 -3.106231 1.119 0.143 1.109 -0.021
C 1.828846 -0.477413 -3.331526 -0.714 -1.078 -0.434 -0.219
C 0.646201 -0.104198 -4.008814 0.567 -0.124 0.480 -0.018
C -0.471104 -0.931064 -3.998915 0.085 -0.407 0.200 -0.112
C -0.383289 -2.168942 -3.352533 -0.295 -0.153 -0.390 -0.624
C 0.793091 -2.601886 -2.735862 0.081 0.279 -0.022 -0.120
C 1.898190 -1.752368 -2.724544 -0.573 0.163 -0.206 -0.022
Br -1.882059 -3.388527 -3.458899 0.703 0.409 -0.524 0.868
H 4.092655 -0.644876 -1.780703 -0.750 0.268 0.270 0.114
H 2.782664 1.441054 -3.669663 -0.233 -0.053 0.560 0.119
H 5.148650 0.143473 0.235841 -0.082 0.089 -0.064 0.110
H 3.711470 3.056541 -2.659895 0.151 -0.102 0.323 0.112
H 5.844886 2.070913 1.687408 -0.128 0.157 -0.358 0.108
H 4.486185 4.824218 -1.099126 0.047 -0.232 0.208 0.120
H 0.621284 0.864372 -4.506852 -0.118 -0.203 0.085 0.125
H 2.817568 -2.068164 -2.235250 -0.320 -0.039 -0.131 0.111
H -1.390294 -0.626241 -4.492033 0.167 -0.129 0.016 0.115
H 0.844716 -3.588610 -2.277358 0.002 0.186 -0.198 0.109
P -0.861271 1.918618 0.807710 -0.051 1.540 -0.528 0.894
C -1.336212 -3.418669 0.470247 -0.094 -0.140 -0.159 -0.402
C -2.028312 -4.626520 -0.146843 -0.125 -0.561 -0.275 -0.144
H -1.053266 -3.642329 1.511327 -0.051 0.175 -0.134 0.081
H -0.398532 -3.222262 -0.074266 -0.194 -0.015 0.119 0.051
H -1.344157 -5.487037 -0.093381 -0.260 0.200 0.026 0.095
H -2.959286 -4.901975 0.367536 0.397 0.105 -0.213 0.065
H -2.234233 -4.459796 -1.213516 -0.016 -0.082 0.607 -0.020
C -3.112169 -1.396322 -1.016133 0.205 -0.060 -0.339 -0.419
C -4.443237 -2.104003 -1.290909 -0.192 -0.027 -0.058 -0.132
H -2.411210 -1.611569 -1.838357 -0.196 0.240 0.383 -0.014
H -3.258476 -0.302852 -1.005151 0.060 -0.287 0.075 0.067
H -4.733986 -1.905603 -2.332518 0.054 -0.083 0.318 0.087
H -4.377490 -3.194095 -1.165940 0.006 0.352 -0.048 0.068
H -5.247986 -1.716876 -0.650407 0.225 -0.192 -0.129 0.082
C -3.550854 -1.956607 1.793826 0.150 0.580 0.713 -0.371
C -4.160939 -3.335475 2.052358 -0.182 -0.304 0.002 -0.122
H -4.341227 -1.246967 1.506759 0.288 -0.071 0.069 0.091
H -3.099518 -1.573081 2.722483 -0.292 -0.088 -0.110 0.076
H -4.894962 -3.252766 2.863695 0.197 0.057 -0.177 0.094
H -4.695042 -3.733347 1.179527 0.210 0.151 0.219 0.074
H -3.412143 -4.069075 2.372211 -0.149 0.178 -0.079 0.076
C -1.304181 2.618114 2.438158 0.160 -0.212 0.416 -0.380
C -2.263417 1.781582 3.279186 -0.178 -0.024 0.154 -0.136
H -1.740649 3.609755 2.244146 0.230 -0.228 -0.039 0.107
H -0.370150 2.778017 2.989117 -0.224 -0.069 -0.068 0.076
H -2.466614 2.304390 4.221458 -0.008 -0.169 -0.208 0.091
H -3.223711 1.619352 2.778708 0.107 0.029 0.047 0.073
H -1.838639 0.804638 3.534249 -0.009 0.085 -0.035 0.060
C -2.275267 2.506415 -0.215476 -0.070 -0.370 0.121 -0.391
C -1.999377 2.539239 -1.717832 -0.138 0.076 -0.107 -0.135
H -2.533415 3.509387 0.163578 0.089 -0.341 -0.154 0.102
H -3.121187 1.840844 0.016069 0.078 0.250 -0.076 0.073
H -2.924322 2.802502 -2.245801 0.266 -0.058 0.050 0.091
H -1.246366 3.296530 -1.964337 -0.153 -0.204 0.005 0.074
H -1.656125 1.570703 -2.105315 -0.034 0.114 0.071 0.055
C 0.533180 2.974403 0.240572 0.110 -0.039 -0.309 -0.376
C 1.579542 3.274093 1.307143 0.325 0.000 0.260 -0.144
H 0.115473 3.906629 -0.170166 0.036 -0.276 0.117 0.099
H 1.008872 2.425785 -0.588766 -0.112 0.285 0.082 0.076
H 2.378091 3.897242 0.890747 -0.207 -0.082 0.061 0.070
H 1.163332 3.796325 2.176173 0.120 0.005 -0.290 0.073
H 2.040316 2.342517 1.651430 -0.125 0.509 -0.073 0.025
N 3.984919 0.552959 3.439755 -0.804 -0.324 -0.363 0.188
N 2.947289 -0.189579 2.890222 -1.279 -0.330 -0.836 -0.209
N 2.560711 -1.360350 3.432929 -0.430 0.930 -1.351 0.170
C 1.487050 -1.655958 2.682274 0.688 0.397 0.404 -0.152
N 1.209120 -0.703939 1.767356 1.741 0.093 0.767 -0.095
N 2.181304 0.243417 1.892204 0.322 -1.382 1.305 0.099
H 4.367205 1.219981 2.769023 -0.268 -0.235 -0.064 0.072
H 4.678651 -0.083248 3.813042 0.014 -0.093 0.035 0.126
H 0.931959 -2.575072 2.809159 0.015 0.177 0.025 0.120

=====

Record 2
90
Properties=species:S:1:pos:R:3:forces:R:3:lowdin_charge:R:1 method="wB97M-V/def2-TZVPD" gap_ev=6.58 homo_ha=-0.4273 e_tot_ha=-4984.8981 lumo_energy_ev=-5.048 total_charge=+1
O 2.682873 -9.146581 -0.033523 0.087 0.338 -0.379 0.212
C 2.222066 -8.174351 -0.528873 -0.919 0.717 -0.330 -0.407
O 0.899907 -8.059831 -0.939118 1.745 0.476 0.673 0.018
C 0.362206 -6.763321 -0.582029 -1.487 1.663 0.604 -0.174
C -1.229505 -6.731732 -0.631477 1.044 0.881 -0.903 -0.133
C -1.613680 -6.066936 -2.041127 0.312 -0.871 0.419 -0.239
C -2.978149 -6.631707 -2.605227 1.899 1.937 0.093 -0.235
S -4.296021 -6.350942 -1.362585 -4.536 -3.686 -0.213 0.378
O -4.283638 -7.299167 -0.251287 1.827 1.719 -0.782 -0.347
O -5.573092 -6.501733 -2.069486 2.051 1.382 0.062 -0.372
Cl -4.228211 -4.426650 -0.628277 0.568 -0.545 -0.385 0.429
C 3.102367 -6.889565 -0.827875 0.614 1.083 -0.663 0.027
C 3.692986 -6.733282 -2.166672 0.252 2.144 2.732 0.090
C 4.456967 -5.514047 -2.408596 -0.963 -1.488 -0.142 -0.031
N 4.626611 -4.532153 -1.448492 -1.018 -1.579 0.793 -0.464
Cl 5.499671 -3.091613 -1.782437 -0.332 -0.695 -0.085 0.836
C 4.106811 -4.661049 -0.167907 -0.967 -1.630 0.152 0.048
C 3.326293 -5.841127 0.163384 0.896 0.344 -1.734 -0.135
F 2.802555 -5.928131 1.403428 0.748 0.091 -1.568 0.117
H 0.689129 -5.932673 -1.277732 0.023 -1.052 0.540 0.130
H 0.696323 -6.465397 0.445152 -0.294 -0.545 -0.788 0.129
H -1.677938 -7.747226 -0.505630 0.433 0.899 0.048 0.122
H -1.566665 -6.010640 0.167590 0.257 -1.081 -0.635 0.117
H -1.597842 -4.949119 -1.926345 -0.290 -1.034 -0.124 0.099
H -0.782963 -6.309076 -2.768610 -1.073 0.100 0.509 0.117
H -3.233253 -6.017061 -3.514359 -0.211 -0.866 0.957 0.119
H -2.852289 -7.720001 -2.845176 -0.764 0.952 0.550 0.132
H 3.543037 -7.527304 -2.934585 0.287 1.006 0.627 0.152
H 4.881173 -5.371132 -3.428200 -0.195 0.296 1.170 0.145
H 4.281615 -3.868313 0.603956 -0.140 -0.734 -1.096 0.163
C -3.020287 -0.402647 0.141795 -0.035 -0.156 -0.142 -0.236
C -1.937036 0.477895 0.767662 -0.101 0.026 -0.047 -0.206
C -0.690767 -0.393704 0.963543 -0.063 0.421 0.116 -0.232
S -0.764574 -1.661219 -0.297850 -0.364 0.778 0.107 0.664
O -0.935374 -2.949977 0.345485 0.357 -0.303 -0.318 -0.360
O 0.277743 -1.427253 -1.275868 0.180 -0.599 0.044 -0.348
C -2.333809 -1.158987 -0.988313 -0.303 0.005 -0.065 -0.229
H -3.862236 0.188154 -0.223306 0.629 -0.601 0.019 0.055
H -3.400126 -1.107502 0.888432 -0.018 0.015 -0.045 0.128
H -1.704900 1.305593 0.091083 -0.018 -0.039 0.036 0.125
H -2.265627 0.910521 1.711906 0.055 -0.017 -0.077 0.115
H 0.227710 0.181253 0.843768 -0.379 -0.574 -0.102 0.041
H -0.695799 -0.885415 1.936554 0.062 -0.086 -0.108 0.116
H -2.888929 -2.035201 -1.318988 0.169 -0.051 -0.059 0.057
H -2.129718 -0.501054 -1.834891 0.057 -0.048 0.038 0.114
C 4.148150 2.513215 3.059066 0.016 -0.014 -0.103 -0.209
C 3.832289 3.484216 1.917621 0.010 -0.160 0.090 -0.228
C 2.822505 2.792963 0.995172 0.274 0.309 -0.213 -0.208
S 1.901705 1.652831 2.025421 0.406 0.688 0.423 0.677
O 2.198139 0.303978 1.597527 -0.064 -0.023 0.018 -0.334
O 0.547673 2.131914 2.175464 -0.042 -0.386 -0.166 -0.314
C 2.801797 1.976812 3.532618 0.338 0.011 0.314 -0.226
H 4.690582 3.003018 3.868211 -0.026 -0.039 -0.047 0.122
H 4.767205 1.692407 2.684871 -0.025 0.012 0.067 0.119
H 3.392601 4.396438 2.327445 0.072 -0.047 -0.033 0.111
H 4.727822 3.771079 1.373869 -0.136 0.002 0.061 0.090
H 2.134131 3.506390 0.543925 -0.100 -0.204 -0.009 0.104
H 3.321796 2.215475 0.216738 -0.119 -0.083 0.066 0.106
H 2.884310 1.062804 4.118825 -0.181 -0.023 -0.090 0.109
H 2.251348 2.734368 4.092624 -0.056 -0.066 -0.072 0.112
C -7.847667 2.586684 0.271861 -0.014 0.056 0.138 -0.218
C -7.242573 3.970212 0.017626 -0.131 0.051 -0.086 -0.213
C -5.727387 3.850345 0.208084 -0.155 0.503 0.062 -0.216
S -5.306068 2.154151 -0.187303 -0.673 0.586 -0.184 0.674
O -4.832596 1.512711 1.014388 -0.064 0.273 0.080 -0.320
O -4.560725 2.120919 -1.424329 0.284 -0.235 0.284 -0.320
C -6.975701 1.604148 -0.501286 -0.417 -0.096 0.008 -0.224
H -8.888768 2.534829 -0.048092 0.061 -0.024 0.022 0.119
H -7.810535 2.358726 1.340884 -0.020 -0.039 -0.062 0.122
H -7.461343 4.280332 -1.007912 0.018 -0.027 0.053 0.119
H -7.664168 4.723801 0.683891 0.051 -0.032 -0.046 0.117
H -5.183301 4.520386 -0.456110 0.128 -0.156 0.060 0.105
H -5.437865 4.036683 1.242376 0.067 -0.141 -0.059 0.108
H -7.094671 0.572845 -0.172294 0.179 0.010 -0.039 0.112
H -7.154196 1.679481 -1.575151 0.096 -0.015 0.036 0.112
C 3.306450 8.742609 0.139945 0.038 0.079 -0.093 -0.219
C 3.573831 7.831842 -1.062110 -0.143 -0.004 -0.037 -0.216
C 4.987462 7.264107 -0.902342 -0.169 -0.016 -0.501 -0.220
S 5.314193 7.222196 0.859573 -0.136 0.106 0.001 0.678
O 6.378671 8.146830 1.152175 0.031 -0.287 0.081 -0.305
O 5.346683 5.847080 1.307317 0.375 0.400 0.005 -0.341
C 3.767239 7.959609 1.363644 -0.356 0.228 0.047 -0.229
H 2.253638 9.017093 0.213763 0.065 0.000 0.015 0.118
H 3.889783 9.662447 0.043026 -0.040 -0.036 0.056 0.123
H 2.846949 7.014357 -1.068054 0.033 0.042 0.010 0.115
H 3.470037 8.368256 -2.006109 0.018 -0.056 0.046 0.117
H 5.065497 6.256015 -1.307048 0.161 0.038 0.123 0.102
H 5.732857 7.909342 -1.367152 0.042 -0.044 0.155 0.108
H 3.923759 8.584987 2.240985 0.145 -0.133 0.011 0.112
H 3.072847 7.150476 1.597456 0.078 -0.002 0.010 0.102